[1]
DFT (wB97M-V/def2-TZVPD) results for 7 unconnected molecules or ions with the total composition C22H57N4O20P3 at a distorted geometry.

Results
<S²>: 0.754
Largest force on an atom, hartree/bohr: 0.08850
HOMO level (alpha / beta), eV: -0.7 / -4.3

The geometry in ORCA input format:
```
! RIJCOSX wB97M-V def2-TZVPD def2/J DEFGRID3
* xyz -1 2
H 6.180 1.959 5.147
H 5.826 2.505 7.364
O 13.204 -5.664 2.626
H 10.622 -8.785 -0.936
H 16.850 -3.433 3.148
H 12.084 -9.267 0.147
O 9.964 -4.623 2.051
H 14.125 -5.178 -5.718
N 13.474 -5.050 3.631
C 6.608 -1.240 2.741
O 3.605 -0.395 2.933
O 14.520 -4.422 3.815
H 2.025 -1.578 1.137
H 11.768 0.449 1.689
C 12.646 0.397 1.046
C 17.571 -1.536 2.179
C 13.267 -0.961 0.774
P 15.880 -0.339 0.699
H 18.576 0.118 -2.235
H 10.967 -6.460 -0.077
C 14.391 -0.685 4.402
H 8.582 -4.603 -2.722
H 1.890 0.612 3.300
H 12.856 -6.095 -6.401
C 5.336 1.606 6.989
O 5.920 -0.531 3.843
H 10.248 -3.609 -0.259
H 18.444 -2.839 3.685
H 15.234 -3.774 -1.058
H 14.870 -0.759 5.378
O 14.463 -0.783 -0.029
N 10.309 -3.496 1.698
H 7.389 -0.674 2.232
C 11.796 -7.165 -0.134
O 5.287 1.565 2.560
C 1.470 -1.017 1.889
C 15.197 -4.507 -0.252
H 12.559 -1.499 0.144
H 6.523 -3.247 3.728
H 12.314 -6.901 0.788
O 12.376 -4.378 -1.280
H 19.836 1.111 -1.370
C 2.380 0.095 2.474
H 12.209 -4.842 -4.439
H 4.783 2.964 5.254
H 9.126 -3.784 -4.141
H 0.681 -0.568 1.286
H 14.131 -6.859 -5.379
O 12.721 -2.228 4.773
N 8.496 -2.555 -2.427
H 14.561 0.310 3.990
H 4.411 1.441 7.541
O 12.270 -0.093 5.102
H 10.509 -8.684 0.765
C 18.777 0.972 -1.589
C 13.457 -6.011 -5.496
H 13.492 -1.503 1.693
O 15.723 0.705 1.782
H 12.135 -6.262 4.780
C 18.039 0.756 -0.309
N 12.989 -1.048 4.738
C 7.227 -2.521 3.319
C 17.470 -2.548 3.291
O 10.936 -2.786 2.495
C 11.232 -8.616 -0.048
O 12.458 -6.961 -1.351
O 8.947 -1.440 -2.728
H 13.075 -4.994 5.686
H 1.094 -1.713 2.639
H 10.202 -3.782 -2.671
C 9.817 -2.912 0.460
H 18.450 1.895 -2.069
P 13.203 -5.566 -1.595
H 16.994 -4.017 0.893
O 16.850 0.007 -0.530
H 17.881 1.686 0.238
H 17.816 -0.559 2.595
O 13.636 -5.670 -3.130
H 7.914 -2.195 4.100
C 12.725 -5.778 -4.227
H 14.497 -4.142 0.499
H 6.033 0.787 7.165
H 11.742 -4.529 4.592
H 16.588 -5.781 0.787
H 16.844 -2.068 4.043
H 8.734 -2.823 0.373
H 10.353 -1.968 0.361
C 12.539 -5.249 4.772
H 13.323 1.081 1.557
C 5.162 1.981 5.534
H 14.742 -1.457 3.716
C 9.182 -3.754 -3.052
H 11.998 -6.585 -4.130
O 14.558 -5.702 -0.712
O 16.406 -1.695 1.361
O 4.278 1.071 4.904
H 18.366 -2.042 1.631
H 7.739 -3.127 2.571
P 4.824 0.535 3.465
H 5.955 -1.518 1.914
H 17.224 -4.865 -0.590
H 12.353 0.863 0.105
H 18.689 0.116 0.289
C 16.572 -4.815 0.282
O 7.521 -2.747 -1.756
H 2.388 0.906 1.745
*
```

=====

[2]
DFT (wB97M-V/def2-TZVPD) results for a single C7H9N molecule at a distorted geometry.

Results
Largest force on an atom, hartree/bohr: 0.13019
HOMO level, eV: -8.7
Energy above the lowest of the compared OMol25 structures with the same formula, charge and spin, kJ/mol: 512.8
SMILES string: [H]/N=C\CC1C=CC=C1

The geometry in ORCA input format:
```
! RIJCOSX wB97M-V def2-TZVPD def2/J DEFGRID3
* xyz 0 1
C -1.113 1.707 -0.402
H 1.073 0.384 -1.009
H 0.062 -1.773 -1.444
H -0.519 2.589 1.714
C -0.454 0.328 1.546
C -0.567 1.630 0.925
H -0.499 0.220 2.866
C -0.744 -0.630 0.237
H -1.204 2.668 -0.893
C 0.389 -1.400 -0.428
C -1.192 0.440 -0.821
H 0.529 -2.533 0.133
N 2.696 -0.592 -0.333
H 2.900 -1.492 -0.048
C 1.456 -0.454 -0.531
H -1.106 0.002 -1.932
H -1.707 -1.095 0.419
*
```